[1]
The following is a DFT calculation (wB97M-V/def2-TZVPD) of one molecule with the formula C2H3IN2S in a non-equilibrium geometry.

Properties
Relative energy (zero: lowest compared OMol25 entry of this formula, charge and spin) = 1.665 eV
Multiplicity = 1
HOMO-LUMO gap = 8.93 eV
SMILES = [H]/N=C/S/C=N/I
Charge = 0

Geometry as XYZ:
```
9
C2H3IN2S wB97M-V/def2-TZVPD
H -1.11 1.33 2.81
N -1.49 0.73 2.08
C -0.68 0.47 1.15
S -1.24 -0.24 -0.35
C 0.34 -0.55 -1.00
N 0.35 -0.93 -2.28
I 2.13 -1.17 -3.22
H 0.39 0.85 1.25
H 1.31 -0.49 -0.44
```

For reference, the natural (NBO) charges in units of e are: atom 1 (H): 0.35, atom 2 (N): -0.62, atom 3 (C): -0.07, atom 4 (S): 0.39, atom 5 (C): -0.12, atom 6 (N): -0.60, atom 7 (I): 0.29, atom 8 (H): 0.17, atom 9 (H): 0.20


[2]
The following is a DFT calculation (wB97M-V/def2-TZVPD) of C30H35BrGeN2O5Ru as an isolated structure.

Properties
Multiplicity = 2
HOMO-LUMO gap (alpha / beta) = 5.48 / 6.53 eV
Charge = +1

Geometry as XYZ:
```
75
C30H35BrGeN2O5Ru wB97M-V/def2-TZVPD
Ru -0.60 -1.33 0.95
C 3.57 1.09 4.35
O 2.45 0.58 3.64
C 1.35 1.35 3.60
C 1.19 2.58 4.17
C -0.03 3.30 4.02
C -1.07 2.79 3.31
C -0.95 1.51 2.70
C -2.07 0.94 2.10
N -2.12 -0.27 1.54
N -3.33 -0.67 1.16
C -3.27 -1.95 0.73
O -2.20 -2.62 0.86
C -4.45 -2.52 0.08
C -5.65 -1.82 0.00
C -6.73 -2.37 -0.66
C -6.60 -3.62 -1.26
C -5.41 -4.32 -1.20
C -4.33 -3.78 -0.52
C 0.27 0.79 2.83
O 0.46 -0.36 2.28
H 4.35 0.34 4.26
H 3.33 1.24 5.40
H 3.92 2.03 3.91
H 1.99 3.03 4.73
H -0.11 4.27 4.48
H -2.00 3.34 3.21
H -3.03 1.45 2.15
H -5.73 -0.84 0.46
H -7.66 -1.83 -0.72
H -7.45 -4.05 -1.79
H -5.32 -5.29 -1.67
H -3.39 -4.31 -0.46
C 2.55 4.48 0.57
C 1.94 4.00 -0.74
C 2.10 2.50 -0.98
C 1.39 1.66 0.10
Ge 1.50 -0.25 -0.28
C 2.92 -1.27 0.60
C 4.23 -0.46 0.52
C 4.74 -0.29 -0.91
C 6.00 0.57 -0.97
H 2.50 5.56 0.66
H 3.60 4.19 0.64
H 2.03 4.06 1.44
H 2.40 4.53 -1.57
H 0.87 4.25 -0.77
H 3.17 2.26 -0.99
H 1.71 2.24 -1.96
H 0.33 1.93 0.13
H 1.82 1.87 1.07
H 1.37 -0.54 -1.78
H 3.02 -2.23 0.11
H 2.65 -1.43 1.64
H 4.99 -0.97 1.11
H 4.08 0.52 0.98
H 3.97 0.16 -1.54
H 4.94 -1.27 -1.34
H 5.80 1.57 -0.57
H 6.36 0.68 -1.99
H 6.80 0.13 -0.37
Br -2.55 -5.16 -4.94
C -2.39 -3.34 -4.48
C -2.90 -2.37 -5.32
C -2.80 -1.03 -4.97
C -2.19 -0.67 -3.78
C -1.67 -1.65 -2.95
C -1.76 -3.00 -3.30
C -1.09 -1.28 -1.64
O -1.22 -0.14 -1.15
O -0.50 -2.19 -0.95
H -3.39 -2.65 -6.24
H -3.20 -0.27 -5.63
H -2.12 0.37 -3.48
H -1.36 -3.76 -2.64
```

For reference, the Löwdin charges in units of e are: atom 1 (Ru): 1.40, atom 2 (C): -0.04, atom 3 (O): -0.06, atom 4 (C): -0.23, atom 5 (C): 0.02, atom 6 (C): -0.04, atom 7 (C): -0.03, atom 8 (C): -0.12, atom 9 (C): 0.01, atom 10 (N): -0.13, atom 11 (N): 0.12, atom 12 (C): -0.39, atom 13 (O): -0.10, atom 14 (C): -0.15, atom 15 (C): -0.02, atom 16 (C): -0.06, atom 17 (C): -0.06, atom 18 (C): -0.06, atom 19 (C): -0.01, atom 20 (C): -0.25, atom 21 (O): -0.20, atom 22 (H): 0.10, atom 23 (H): 0.10, atom 24 (H): 0.10, atom 25 (H): 0.12, atom 26 (H): 0.12, atom 27 (H): 0.12, atom 28 (H): 0.15, atom 29 (H): 0.11, atom 30 (H): 0.11, atom 31 (H): 0.11, atom 32 (H): 0.11, atom 33 (H): 0.12, atom 34 (C): -0.10, atom 35 (C): -0.26, atom 36 (C): -0.28, atom 37 (C): -0.31, atom 38 (Ge): 1.05, atom 39 (C): -0.31, atom 40 (C): -0.29, atom 41 (C): -0.29, atom 42 (C): -0.10, atom 43 (H): 0.08, atom 44 (H): 0.08, atom 45 (H): 0.05, atom 46 (H): 0.11, atom 47 (H): 0.11, atom 48 (H): 0.09, atom 49 (H): 0.11, atom 50 (H): 0.08, atom 51 (H): 0.05, atom 52 (H): 0.02, atom 53 (H): 0.08, atom 54 (H): 0.05, atom 55 (H): 0.12, atom 56 (H): 0.10, atom 57 (H): 0.08, atom 58 (H): 0.12, atom 59 (H): 0.07, atom 60 (H): 0.08, atom 61 (H): 0.08, atom 62 (Br): 0.76, atom 63 (C): -0.67, atom 64 (C): -0.10, atom 65 (C): -0.05, atom 66 (C): 0.00, atom 67 (C): -0.14, atom 68 (C): -0.06, atom 69 (C): -0.64, atom 70 (O): -0.04, atom 71 (O): -0.18, atom 72 (H): 0.11, atom 73 (H): 0.11, atom 74 (H): 0.12, atom 75 (H): 0.11


[3]
The following is a DFT calculation (wB97M-V/def2-TZVPD) of a 15-piece molecular cluster, C17H64N10O15 overall in a non-equilibrium geometry.

Properties
Relative energy (zero: lowest compared OMol25 entry of this formula, charge and spin) = 0.000 eV
Multiplicity = 1
HOMO-LUMO gap = 8.94 eV
Charge = 0

Geometry as XYZ:
```
106
C17H64N10O15 wB97M-V/def2-TZVPD
O 7.77 19.27 -10.35
H 8.50 19.84 -10.10
H 6.99 19.74 -10.06
O 11.07 16.38 -13.18
H 11.06 15.45 -13.43
H 11.72 16.78 -13.75
O 8.55 19.37 -13.58
H 8.10 18.80 -12.95
H 9.18 18.79 -14.02
O 10.06 13.93 -14.10
H 9.96 13.08 -14.52
H 9.28 14.02 -13.55
O 6.82 17.04 -6.87
H 7.36 17.29 -7.62
H 5.95 17.35 -7.09
O 13.27 15.09 -11.86
H 13.23 14.27 -12.34
H 12.57 15.62 -12.23
C 8.84 14.17 -7.18
O 9.34 13.10 -7.37
N 9.55 15.17 -6.71
N 7.61 14.41 -7.33
H 10.48 15.06 -6.32
H 9.12 16.06 -6.48
H 7.10 13.57 -7.58
H 7.26 15.31 -7.04
C 11.98 16.83 -8.73
O 11.70 17.33 -7.66
N 11.45 15.70 -9.09
N 12.93 17.19 -9.45
H 11.63 15.26 -9.98
H 10.70 15.33 -8.53
H 13.60 17.88 -9.14
H 13.17 16.63 -10.26
C 11.36 12.21 -10.75
O 11.53 12.43 -11.93
N 12.23 11.57 -10.00
N 10.36 12.63 -10.04
H 13.02 11.30 -10.56
H 12.27 11.56 -8.99
H 10.40 12.60 -9.03
H 9.64 13.17 -10.50
C 4.57 14.22 -9.24
O 4.79 15.33 -8.89
N 4.12 13.98 -10.41
N 4.55 13.22 -8.48
H 4.14 13.02 -10.72
H 3.97 14.73 -11.08
H 4.95 13.28 -7.55
H 4.28 12.33 -8.87
C 8.69 15.84 -10.87
O 9.04 14.67 -11.13
N 9.27 16.85 -11.36
N 7.85 16.15 -9.97
H 8.89 17.74 -11.07
H 10.15 16.88 -11.86
H 7.52 15.43 -9.35
H 7.45 17.07 -10.02
C 4.74 21.14 -11.04
C 4.29 19.91 -10.14
C 4.47 18.57 -10.86
O 5.06 19.88 -8.97
H 4.01 21.17 -11.85
H 5.76 21.07 -11.43
H 4.77 22.10 -10.51
H 3.27 20.07 -9.81
H 5.40 18.52 -11.42
H 3.75 18.51 -11.67
H 4.21 17.72 -10.23
H 4.51 19.46 -8.31
C 7.40 9.50 -9.37
C 6.54 10.49 -10.10
C 7.22 11.83 -10.56
O 5.88 9.90 -11.27
H 7.79 9.91 -8.45
H 8.31 9.24 -9.90
H 6.83 8.59 -9.18
H 5.64 10.73 -9.53
H 6.63 12.30 -11.34
H 8.24 11.61 -10.87
H 7.24 12.47 -9.68
H 6.58 9.85 -11.92
C 4.47 16.21 -14.02
C 5.68 15.72 -14.77
C 7.07 15.57 -14.12
O 5.26 14.46 -15.31
H 3.51 15.70 -14.14
H 4.26 17.20 -14.44
H 4.66 16.54 -13.00
H 5.79 16.35 -15.65
H 7.10 14.77 -13.38
H 7.40 16.51 -13.66
H 7.85 15.30 -14.83
H 4.55 14.20 -14.72
C 11.37 19.72 -11.42
C 11.81 21.12 -11.41
C 11.73 21.81 -10.04
O 13.18 21.08 -11.78
H 12.11 19.23 -10.80
H 11.36 19.14 -12.34
H 10.38 19.82 -10.97
H 11.25 21.77 -12.10
H 10.73 22.08 -9.71
H 12.34 22.71 -10.05
H 12.19 21.21 -9.25
H 13.65 21.80 -11.36
```

Results of the Löwdin charge analysis, in e, for atoms 1 through 99: atom 1 (O): -0.04, atom 2 (H): 0.05, atom 3 (H): 0.01, atom 4 (O): -0.05, atom 5 (H): 0.02, atom 6 (H): 0.08, atom 7 (O): -0.05, atom 8 (H): -0.01, atom 9 (H): 0.03, atom 10 (O): -0.04, atom 11 (H): 0.06, atom 12 (H): 0.01, atom 13 (O): -0.03, atom 14 (H): 0.04, atom 15 (H): 0.05, atom 16 (O): -0.05, atom 17 (H): 0.04, atom 18 (H): -0.02, atom 19 (C): -0.82, atom 20 (O): 0.04, atom 21 (N): 0.18, atom 22 (N): 0.19, atom 23 (H): 0.13, atom 24 (H): 0.10, atom 25 (H): 0.11, atom 26 (H): 0.06, atom 27 (C): -0.84, atom 28 (O): 0.01, atom 29 (N): 0.20, atom 30 (N): 0.19, atom 31 (H): 0.09, atom 32 (H): 0.07, atom 33 (H): 0.14, atom 34 (H): 0.09, atom 35 (C): -0.78, atom 36 (O): 0.01, atom 37 (N): 0.16, atom 38 (N): 0.17, atom 39 (H): 0.11, atom 40 (H): 0.11, atom 41 (H): 0.07, atom 42 (H): 0.04, atom 43 (C): -0.87, atom 44 (O): 0.05, atom 45 (N): 0.20, atom 46 (N): 0.20, atom 47 (H): 0.11, atom 48 (H): 0.12, atom 49 (H): 0.13, atom 50 (H): 0.11, atom 51 (C): -0.77, atom 52 (O): -0.01, atom 53 (N): 0.20, atom 54 (N): 0.22, atom 55 (H): 0.06, atom 56 (H): 0.06, atom 57 (H): 0.08, atom 58 (H): 0.09, atom 59 (C): -0.02, atom 60 (C): -0.47, atom 61 (C): -0.06, atom 62 (O): -0.06, atom 63 (H): 0.08, atom 64 (H): 0.06, atom 65 (H): 0.07, atom 66 (H): 0.13, atom 67 (H): 0.07, atom 68 (H): 0.07, atom 69 (H): 0.07, atom 70 (H): 0.10, atom 71 (C): -0.05, atom 72 (C): -0.45, atom 73 (C): -0.04, atom 74 (O): -0.08, atom 75 (H): 0.08, atom 76 (H): 0.08, atom 77 (H): 0.08, atom 78 (H): 0.10, atom 79 (H): 0.07, atom 80 (H): 0.07, atom 81 (H): 0.05, atom 82 (H): 0.07, atom 83 (C): -0.05, atom 84 (C): -0.46, atom 85 (C): -0.03, atom 86 (O): -0.06, atom 87 (H): 0.09, atom 88 (H): 0.08, atom 89 (H): 0.05, atom 90 (H): 0.13, atom 91 (H): 0.07, atom 92 (H): 0.06, atom 93 (H): 0.07, atom 94 (H): 0.06, atom 95 (C): -0.05, atom 96 (C): -0.50, atom 97 (C): -0.05, atom 98 (O): -0.05, atom 99 (H): 0.07


[4]
The following is a DFT calculation (wB97M-V/def2-TZVPD) of C30H28FN3O9Zn as an isolated structure in a non-equilibrium geometry.

Properties
Relative energy (zero: lowest compared OMol25 entry of this formula, charge and spin) = 4.222 eV
Multiplicity = 1
HOMO-LUMO gap (alpha / beta) = 2.67 / 2.68 eV
Charge = -2

Geometry as XYZ:
```
72
C30H28FN3O9Zn wB97M-V/def2-TZVPD
Zn 0.66 -0.94 -1.03
C -6.09 2.15 -2.19
C -5.48 2.53 -0.85
C -5.59 4.04 -0.64
C -5.04 4.44 0.72
C -3.66 3.89 0.91
C -2.77 4.54 1.80
C -1.49 4.03 1.92
F -0.63 4.67 2.78
C -1.03 2.94 1.23
C -1.91 2.26 0.33
C -1.46 1.10 -0.36
O -0.24 0.74 -0.21
C -2.44 0.40 -1.17
C -3.67 0.95 -1.30
N -4.08 2.14 -0.74
C -3.23 2.79 0.18
C -2.29 -0.95 -1.89
O -3.25 -1.33 -2.59
O -1.19 -1.57 -1.79
H -7.07 2.62 -2.27
H -6.22 1.08 -2.32
H -5.46 2.52 -3.00
H -6.05 2.04 -0.04
H -6.64 4.32 -0.74
H -5.03 4.54 -1.43
H -5.73 4.09 1.51
H -5.01 5.53 0.81
H -3.07 5.42 2.35
H -0.02 2.57 1.35
H -4.38 0.41 -1.90
C -0.75 -4.58 4.84
O -0.06 -5.49 4.01
C 0.35 -5.02 2.79
C 1.02 -5.97 1.99
C 1.45 -5.57 0.75
C 1.27 -4.27 0.23
C 1.77 -3.92 -1.08
C 2.48 -4.93 -1.97
O 1.67 -2.80 -1.59
C 0.58 -3.30 1.05
O 0.35 -2.11 0.73
C 0.14 -3.75 2.35
H -1.00 -5.12 5.75
H -1.67 -4.22 4.36
H -0.14 -3.71 5.08
H 1.16 -6.98 2.36
H 1.95 -6.31 0.14
H 2.60 -5.94 -1.58
H 3.46 -4.52 -2.21
H 1.91 -4.97 -2.90
H -0.38 -3.00 2.93
O 1.54 -0.01 -2.67
O 5.63 3.88 -3.23
C 5.97 2.50 -3.20
N 5.15 1.84 -2.24
C 5.63 1.46 -1.02
O 6.77 1.70 -0.65
C 4.64 0.78 -0.13
C 4.94 0.57 1.21
C 4.02 -0.08 2.01
C 2.83 -0.52 1.44
N 2.55 -0.33 0.15
C 3.43 0.31 -0.62
H 6.10 4.29 -3.96
H 7.00 2.35 -2.88
H 5.80 2.05 -4.18
H 4.17 1.70 -2.45
H 5.89 0.93 1.59
H 4.22 -0.25 3.06
H 2.06 -1.03 2.00
H 3.05 0.36 -1.65
```

For reference, the Löwdin charges in units of e are: atom 1 (Zn): 0.54, atom 2 (C): -0.05, atom 3 (C): -0.33, atom 4 (C): -0.16, atom 5 (C): -0.15, atom 6 (C): -0.15, atom 7 (C): 0.03, atom 8 (C): -0.27, atom 9 (F): 0.02, atom 10 (C): 0.09, atom 11 (C): -0.03, atom 12 (C): -0.25, atom 13 (O): -0.02, atom 14 (C): 0.01, atom 15 (C): 0.01, atom 16 (N): 0.01, atom 17 (C): -0.07, atom 18 (C): -0.61, atom 19 (O): -0.05, atom 20 (O): -0.04, atom 21 (H): 0.07, atom 22 (H): 0.08, atom 23 (H): 0.10, atom 24 (H): 0.15, atom 25 (H): 0.11, atom 26 (H): 0.13, atom 27 (H): 0.12, atom 28 (H): 0.11, atom 29 (H): 0.11, atom 30 (H): 0.13, atom 31 (H): 0.11, atom 32 (C): -0.11, atom 33 (O): -0.10, atom 34 (C): -0.31, atom 35 (C): -0.06, atom 36 (C): -0.06, atom 37 (C): -0.09, atom 38 (C): -0.37, atom 39 (C): -0.01, atom 40 (O): 0.02, atom 41 (C): -0.35, atom 42 (O): -0.07, atom 43 (C): 0.04, atom 44 (H): 0.08, atom 45 (H): 0.09, atom 46 (H): 0.09, atom 47 (H): 0.09, atom 48 (H): 0.08, atom 49 (H): 0.04, atom 50 (H): 0.08, atom 51 (H): 0.09, atom 52 (H): 0.10, atom 53 (O): -0.82, atom 54 (O): -0.05, atom 55 (C): -0.26, atom 56 (N): 0.10, atom 57 (C): -0.43, atom 58 (O): 0.02, atom 59 (C): -0.12, atom 60 (C): -0.03, atom 61 (C): -0.07, atom 62 (C): -0.11, atom 63 (N): 0.07, atom 64 (C): -0.07, atom 65 (H): 0.07, atom 66 (H): 0.11, atom 67 (H): 0.12, atom 68 (H): 0.13, atom 69 (H): 0.11, atom 70 (H): 0.09, atom 71 (H): 0.10, atom 72 (H): 0.02


Q: The lowest charge belongs to which entry?
A: C30H28FN3O9Zn